Here is C28H38As2N3O9PdS2 as an isolated structure at a distorted geometry from OMol25. Energies are from ωB97M-V with the def2-TZVPD basis set.

E_LUMO ... 2.26 eV
Largest force on an atom ... 3.11 eV/Å
HOMO energy ... -4.392 eV
Total charge ... -1
Orbital gap ... 0.24452 hartree

```
83
Properties=species:S:1:pos:R:3:mulliken_charge:R:1
Pd 1.73 -0.94 -0.67 0.357
S 3.98 -0.80 -0.59 -0.445
C 3.17 -2.26 -1.00 0.074
N 3.21 -3.34 -0.09 -0.276
C 2.72 -4.60 -0.75 -0.491
C 3.44 -4.68 -2.09 -0.674
S 3.27 -2.93 -2.66 -0.213
H 2.77 -3.17 0.76 0.124
H 1.65 -4.67 -0.94 0.162
H 3.05 -5.42 -0.06 0.413
H 2.99 -5.37 -2.80 0.401
H 4.44 -5.01 -1.97 0.316
N -0.82 -1.77 5.19 -0.100
C -0.66 -3.12 5.27 -0.345
N 0.42 -3.57 4.70 -0.867
C 0.97 -2.42 4.11 0.894
C 2.13 -2.25 3.37 -0.897
C 2.49 -0.99 2.96 -0.329
C 1.71 0.15 3.33 -0.392
C 0.55 -0.02 4.05 -0.366
C 0.21 -1.30 4.43 0.196
H -1.61 -1.20 5.49 0.201
H -1.33 -3.73 5.85 0.434
H 2.78 -3.09 3.16 0.558
H 3.38 -0.85 2.35 0.428
H 2.07 1.11 2.99 0.466
H -0.16 0.82 4.28 0.140
C -3.22 1.12 3.36 -0.910
O -2.26 1.34 2.33 0.080
C -2.78 1.90 1.18 0.089
O -3.93 2.20 1.12 -0.603
C -1.80 1.99 0.04 -0.642
C -2.28 2.29 -1.16 0.976
As -1.23 1.85 -2.75 1.155
C -1.77 3.37 -3.87 -1.450
C 0.56 2.39 -2.20 -0.209
C 1.03 2.29 -0.95 0.347
As 0.10 1.61 0.60 1.855
C 0.18 3.27 1.67 -1.377
C 2.49 2.38 -0.57 -0.200
O 2.84 2.26 0.58 -0.590
O 3.39 2.53 -1.55 -0.116
C 4.81 2.50 -1.33 -0.595
C 1.35 2.86 -3.41 0.050
O 1.65 4.01 -3.55 -0.593
O 1.49 1.95 -4.35 -0.396
C 1.72 0.56 -4.03 0.166
C -3.69 2.66 -1.44 -0.220
O -4.02 3.83 -1.48 -0.591
O -4.53 1.62 -1.73 -0.145
C -5.88 1.95 -1.97 -0.859
H -2.59 0.82 4.19 0.162
H -3.97 0.39 3.07 0.294
H -3.74 2.05 3.64 0.360
H -2.78 3.15 -4.25 0.436
H -1.04 3.28 -4.68 0.550
H -1.62 4.34 -3.39 0.322
H 0.47 4.08 1.02 0.372
H 0.92 3.25 2.48 0.330
H -0.79 3.41 2.13 0.442
H 5.18 2.63 -2.33 0.283
H 5.13 1.53 -0.99 0.213
H 5.18 3.35 -0.72 0.242
H 2.78 0.40 -3.82 0.223
H 1.43 -0.02 -4.94 0.248
H 1.09 0.23 -3.18 -0.193
H -6.34 1.29 -2.74 0.202
H -5.93 3.04 -2.28 0.353
H -6.39 1.88 -1.04 0.305
C -1.10 -1.81 0.98 -0.432
C -1.15 -1.69 -0.53 1.277
C -0.70 -3.06 -1.09 -0.848
C -2.59 -1.42 -0.99 -2.161
O -0.34 -0.67 -1.02 -0.508
H -1.45 -2.80 1.36 0.635
H -1.69 -0.99 1.49 -0.176
H -0.02 -1.73 1.38 -0.355
H -1.27 -3.88 -0.63 0.513
H 0.34 -3.20 -0.89 -0.673
H -0.93 -3.11 -2.14 0.446
H -3.27 -2.17 -0.57 0.365
H -2.73 -1.50 -2.05 0.413
H -2.86 -0.41 -0.69 0.365
```